142
Properties=species:S:1:pos:R:3:mulliken_charge:R:1 method="wB97M-V/def2-TZVPD" lumo_energy_ev=-2.486 charge=+1 homo_energy_ev=-11.185
S 6.039 3.100 2.689 1.37
H 1.181 0.740 1.818 0.18
C -4.141 -2.107 -4.108 -1.36
H 2.578 2.422 0.339 0.09
O 5.739 2.067 1.491 -0.34
O 4.300 -6.295 -2.332 -0.52
C 2.862 4.736 4.484 0.29
H -1.947 -2.176 -4.081 -0.16
H -1.135 3.493 3.046 0.38
N -1.557 -5.036 -3.996 -0.11
H -0.072 -6.808 -0.069 0.29
C 3.628 5.943 -2.776 -1.10
C 0.527 0.468 -1.404 -0.01
C -2.703 -4.230 -3.459 -0.81
H 1.593 2.419 7.575 0.32
O 5.503 2.563 3.912 -0.64
C 4.378 1.678 1.271 -0.38
H -1.648 0.252 -1.414 0.34
H -4.986 7.533 2.744 0.25
C 2.780 6.244 4.335 -1.18
H 4.228 -6.241 -4.476 0.31
H 1.910 4.915 -1.946 0.15
O -2.490 6.717 3.196 -0.27
H 1.292 0.980 -2.059 0.24
C -1.106 -2.900 -6.398 -0.88
H -3.658 -3.619 -1.597 0.73
H 3.468 3.641 1.255 0.20
C 1.025 -6.233 -4.189 -1.13
O -4.016 -3.796 2.551 -0.53
H 0.971 4.625 -6.496 0.37
C 2.137 5.668 -2.705 -0.12
H 2.575 -4.697 -4.397 0.41
C -2.377 -5.301 -1.067 -0.70
H 4.125 -7.114 -1.843 0.31
H -0.290 -8.360 -1.917 0.48
H -0.515 4.922 3.911 -0.04
H -2.148 4.290 4.278 0.37
C -0.361 -0.763 1.443 -0.43
O -6.096 -2.745 3.481 -0.62
H 3.309 -7.549 -3.651 0.37
C 0.749 3.783 -5.842 -1.01
H 3.989 6.349 -1.830 0.40
H 8.049 1.909 3.009 0.34
C -4.157 -0.309 4.183 -1.06
H 0.454 -2.320 0.043 0.42
H 2.135 -4.939 -2.657 0.23
H -0.650 -3.822 -6.866 0.22
H -4.803 -2.586 -3.340 0.34
C 2.321 -5.480 -3.618 -0.08
S -4.860 -3.450 3.666 1.17
H -4.739 -2.079 -5.066 0.46
C -1.171 -6.047 -3.038 0.26
O -3.283 4.862 1.747 -0.63
H -1.817 -1.839 -2.010 -0.48
C 7.798 2.924 2.710 -1.16
H -2.862 -4.287 -6.121 0.27
H -2.679 -1.714 3.448 -0.03
H -0.588 -3.209 -1.615 -0.08
H 4.080 3.118 -0.308 0.33
O 3.231 3.735 -5.048 -0.62
H -0.284 -0.907 2.559 0.44
H -5.650 -4.613 5.556 0.36
H 2.197 4.232 3.775 0.16
H -4.587 8.862 1.633 0.39
H 8.185 3.147 1.718 0.34
H 4.189 5.031 -2.987 0.29
S 1.903 3.783 -4.503 1.04
O 5.721 4.430 2.247 -0.62
H 0.803 -0.622 -1.380 0.21
H 1.758 6.601 4.476 0.34
O -3.974 -2.677 4.767 -0.32
H 2.026 3.941 8.421 0.37
H -2.142 8.242 1.821 0.31
H -0.949 0.217 -3.103 0.17
C -1.641 -2.802 -1.471 0.02
C -2.602 -3.211 -5.894 -0.64
H 3.878 4.410 4.261 0.01
H -0.158 -2.964 1.609 0.47
C -2.766 -2.911 -4.330 0.86
O -1.030 5.900 1.359 -0.64
C -2.874 7.951 2.580 -0.34
H -5.863 -5.532 4.043 0.38
H -3.288 -5.538 -0.454 0.33
H -3.677 -4.781 -3.638 0.35
C -0.887 0.731 -2.096 -1.14
H -2.465 -1.556 0.141 0.61
C 0.827 -6.829 -0.755 -0.75
C -4.273 7.881 1.995 -0.99
H 0.584 -5.725 -5.082 0.36
H -1.503 -5.175 -0.354 0.04
H -0.803 -4.353 -4.124 0.19
C 0.880 0.115 0.924 -0.78
H 1.616 6.582 -2.418 0.29
S 1.046 4.336 6.316 1.25
H -0.449 -2.677 -5.497 0.19
O 0.674 5.683 6.649 -0.63
H -3.270 -2.559 -6.522 0.43
H -2.331 -3.273 0.660 0.22
H -2.525 -1.301 5.151 0.29
C -1.793 -2.466 0.094 -0.38
C -5.183 -4.904 4.617 -1.01
O 0.259 3.542 5.406 -0.55
H -2.078 -7.306 -1.685 0.48
H -4.246 -5.428 4.794 0.31
H 3.851 6.652 -3.576 0.32
H 3.913 1.370 2.212 0.36
H -4.316 7.184 1.158 0.30
O 0.444 1.048 -0.092 -0.26
N 0.031 -6.571 -3.133 -0.08
H 3.109 6.550 3.341 0.37
H 4.402 0.803 0.619 0.23
C -0.388 -2.216 0.790 -0.98
H -4.763 -0.149 5.077 0.33
C 3.578 2.775 0.599 -0.53
H -0.260 3.855 -5.441 0.31
H -1.054 -1.999 -7.060 0.34
H -3.903 -1.040 -3.832 0.21
C -3.248 -1.510 4.360 0.08
N -2.166 -6.371 -2.075 -0.11
H 1.467 -8.039 -2.472 0.31
H 1.711 -0.554 0.565 0.29
S -2.084 5.480 2.246 1.21
H 3.401 6.739 5.084 0.32
O 1.604 5.274 -3.976 -0.28
H 0.324 3.414 8.344 0.39
H 1.409 -7.233 -4.563 0.61
C 3.578 -6.459 -3.577 -0.74
H -1.271 -0.140 1.228 0.36
H -3.571 0.591 3.985 0.36
H -2.848 8.711 3.362 0.27
C -1.398 4.445 3.505 -0.58
H 1.100 -5.750 -0.925 0.13
H 0.873 2.847 -6.386 0.37
H -1.132 1.823 -2.161 0.42
O 2.577 4.319 5.826 -0.33
H 1.718 -7.299 -0.243 0.34
O 1.464 2.841 -3.506 -0.44
H -4.844 -0.453 3.348 0.28
H 8.193 3.638 3.432 0.40
C 0.493 -7.592 -2.131 -0.70
C 1.277 3.432 7.817 -1.11
C -2.622 -3.965 -1.906 0.17

***

73
Properties=species:S:1:pos:R:3:mulliken_charge:R:1 method="wB97M-V/def2-TZVPD" smiles="COC[C@H](C)N.NC(N)=O.NC(N)=O.NC(N)=O.NC(N)=O.NC(N)=O.NC(N)=O.NC(N)=O" lumo_energy_ev=-0.065 charge=0 relative_energy_kcal_mol=46.3 homo_energy_ev=-9.212
H 5.432 2.324 1.002 0.17
H -4.319 4.184 0.493 0.25
H -0.838 5.578 1.798 0.25
H 1.561 0.165 0.864 0.06
H -0.087 0.154 -7.744 0.18
H 0.401 2.201 5.135 0.19
N -3.387 -1.380 2.224 -0.21
N 0.662 -0.604 -1.281 -0.06
H -0.696 3.999 0.508 0.29
H 1.038 1.535 3.694 0.20
O -0.474 -0.467 3.627 -0.54
H -2.566 1.476 -0.816 0.43
H -2.496 3.180 1.828 0.10
N 1.372 -3.485 -2.734 -0.16
C -3.374 -2.690 1.842 0.49
H 2.852 2.336 -1.232 0.20
H -1.716 3.914 -0.988 0.35
C 1.850 -2.677 -3.748 0.64
H 0.669 -1.076 1.797 0.18
H -4.585 2.654 0.852 0.26
H 0.004 -0.916 -6.463 0.17
H 2.359 -4.703 2.855 0.21
H 2.647 -2.930 -5.608 0.26
O 3.081 -6.070 1.027 -0.68
H -1.470 -2.509 1.037 0.23
H 0.512 -0.006 -4.354 0.25
C 3.472 2.035 0.627 0.64
C -1.887 5.886 1.621 -0.69
C -0.322 1.121 -5.916 0.45
H -0.531 0.740 6.422 0.16
H 1.774 -5.258 -1.043 0.08
C -1.708 4.055 0.093 -0.70
H -4.313 -1.126 2.526 0.19
N 1.098 -0.735 0.949 -0.07
H 0.221 1.635 -4.003 0.13
C -0.326 0.300 4.580 0.52
H 1.122 -3.767 2.033 0.23
H 4.407 2.410 2.435 0.21
N -1.003 0.170 5.738 -0.45
O -2.187 5.380 0.345 -0.43
H 2.001 -4.360 -4.863 0.18
H -1.218 1.428 0.273 0.20
H 0.841 -3.150 -1.941 0.14
H 0.755 -1.061 -2.179 0.10
H -2.424 5.451 2.467 0.27
N 2.328 -3.417 -4.789 -0.48
H 4.533 2.598 -1.133 0.17
H 0.812 0.354 -1.031 0.09
N 0.473 1.414 4.518 -0.39
C 2.183 -5.222 0.977 0.48
H -1.563 -0.628 5.965 0.25
N 1.768 -4.535 2.057 -0.32
O 2.345 1.735 1.031 -0.70
C 0.635 -1.408 -0.150 0.69
H -2.844 0.840 0.760 -0.02
N -3.979 3.248 0.292 -0.76
C -2.595 3.015 0.748 0.89
N 1.438 -5.019 -0.136 -0.21
N 4.537 2.279 1.452 -0.40
H -1.731 6.963 1.619 0.33
N -0.041 0.044 -6.746 -0.34
C -2.297 1.619 0.231 -0.94
H 0.515 -4.629 -0.066 0.28
H 1.567 -4.458 -2.840 0.19
O -0.952 2.102 -6.262 -0.60
H -2.607 -0.759 2.126 0.01
N 3.691 2.299 -0.679 -0.37
N 0.212 0.895 -4.685 -0.21
O 1.912 -1.451 -3.703 -0.76
N -2.192 -3.135 1.349 -0.23
H -2.151 -4.130 1.499 0.16
O -4.367 -3.409 1.959 -0.71
O 0.167 -2.546 -0.143 -0.97

***

96
Properties=species:S:1:pos:R:3:mulliken_spin:R:1 method="wB97M-V/def2-TZVPD" lumo_energy_ev="-2.134 / -2.902" charge=+1 relative_energy_kcal_mol=0.0 homo_energy_ev="-9.552 / -9.803" spin_multiplicity=4
H 0.748 3.179 -1.957 0.01
H 0.109 -5.279 0.557 0.00
C 0.490 -2.905 -2.219 -0.04
C -3.714 0.040 -0.053 0.01
C 2.371 1.430 3.517 0.04
H 0.304 -0.060 -4.315 0.00
H -1.233 2.513 -0.655 0.00
H -3.710 -0.163 -3.206 0.00
O 3.693 -0.345 -0.446 0.19
H -0.200 -4.480 2.116 0.00
H 1.017 -3.805 1.003 -0.01
H 3.687 -1.234 2.253 -0.01
H 1.425 1.104 3.977 0.00
C -1.656 0.565 -3.520 0.01
H -2.574 2.414 -4.247 0.00
H -2.798 -2.381 1.385 0.00
H 1.683 -4.379 -1.103 0.00
H 2.624 -2.463 -1.983 0.00
H -0.222 -3.722 -4.099 0.00
H 1.386 -4.773 -2.815 0.00
H 1.840 4.453 -1.313 0.00
H -1.119 2.913 2.785 0.00
H 1.683 -2.543 5.061 0.00
H 0.237 5.795 0.091 0.00
C -1.073 -3.403 0.453 0.00
H -1.186 4.230 -1.131 0.00
P 0.800 2.142 1.284 0.03
V 0.690 -0.057 0.290 2.47
H -3.497 2.246 2.548 0.00
H -1.717 3.790 0.513 0.00
C -0.743 1.966 2.362 0.04
C 0.924 -4.351 -1.903 -0.01
C 0.456 3.649 0.155 -0.03
H -3.083 -4.283 0.259 0.00
C -1.013 3.528 -0.295 0.02
P -0.283 -2.060 -0.667 0.09
H 3.432 3.542 0.967 0.00
H -3.282 0.148 -4.905 0.00
H -0.996 0.031 -5.537 0.00
O 1.080 -0.771 2.121 0.03
C 2.178 2.599 2.532 0.02
C 1.846 3.860 3.357 0.00
H -5.208 1.118 1.085 0.00
C 3.499 2.773 1.752 0.00
C -1.013 0.078 -2.184 -0.09
C -1.753 -1.027 -1.315 0.07
H 2.158 2.740 -0.930 0.00
H -1.754 -5.292 -0.367 0.00
N 0.039 0.596 -1.693 -0.05
S 1.420 -2.164 2.692 0.02
H -1.853 -3.435 2.467 0.00
H -4.427 -0.442 -0.727 0.00
C -2.896 -0.244 -3.948 0.00
H 2.833 0.561 3.027 -0.01
C -3.191 1.535 1.777 -0.01
H 1.698 5.292 0.970 0.00
H -1.200 2.660 -3.119 0.00
H 2.351 3.783 4.339 0.00
C -4.142 0.910 0.951 0.01
H 3.814 1.822 1.290 -0.01
C 1.359 3.482 -1.089 0.04
C 0.036 -4.301 1.050 0.00
H -1.209 -1.837 2.004 0.00
N -1.431 0.361 0.644 -0.04
H -1.538 -3.063 -3.091 0.00
C 1.777 -2.143 -2.608 0.05
H 3.258 -2.616 1.174 0.00
C -2.340 -0.226 -0.193 0.00
C -1.777 -2.705 1.639 0.03
C -0.494 -2.905 -3.404 0.00
H 0.841 -0.997 4.750 0.00
H 3.719 -2.918 2.872 0.00
H 0.087 5.137 1.739 0.00
C -2.083 2.038 -3.330 0.00
H -0.439 -1.961 -3.966 0.00
H 1.679 -1.054 -2.505 0.01
H -2.670 -1.314 -4.098 0.00
C 0.642 5.038 0.790 0.00
C 3.182 -2.213 2.204 0.03
H -2.530 -1.599 -1.841 0.00
H -2.318 -3.893 -1.311 0.00
H 2.648 -1.113 4.566 0.00
H -2.792 2.142 -2.490 0.00
C 2.564 -0.223 -0.138 0.07
H 0.084 -5.007 -1.625 0.00
H 2.014 -2.385 -3.661 0.00
C -0.585 0.512 -4.631 0.01
H -0.264 1.536 -4.883 0.00
H -0.405 1.327 3.201 0.00
H 3.040 1.771 4.330 0.00
H 0.763 3.937 3.554 0.00
C 1.684 -1.638 4.419 0.00
C -1.832 1.259 1.591 0.00
C -2.124 -4.252 -0.288 0.00
H 2.181 4.792 2.882 0.00
H 4.291 3.085 2.459 0.00

***

15
Properties=species:S:1:pos:R:3:nbo_charge:R:1 method="wB97M-V/def2-TZVPD" lumo_energy_ev="0.407 / -2.214" charge=0 relative_energy_kcal_mol=0.0 homo_energy_ev="-4.773 / -11.572" spin_multiplicity=3
C -0.526 -0.309 -1.267 -0.36
H 1.477 -0.283 1.387 0.20
H 1.919 -0.597 -0.299 0.21
H 0.166 -0.604 -2.032 0.20
C -0.185 -0.350 0.026 -0.03
O -0.832 2.707 -1.088 -0.93
H -1.535 -0.095 -1.580 0.18
H -0.676 0.200 1.928 0.39
C 1.177 -0.790 0.472 -0.64
N -1.072 -0.091 1.049 -0.69
O -2.529 3.705 0.451 -0.86
H -1.932 0.374 0.806 0.38
H 1.161 -1.861 0.669 0.20
B -1.736 3.210 -0.301 1.22
H -0.668 1.753 -1.169 0.51

***

20
Properties=species:S:1:pos:R:3:nbo_charge:R:1 method="wB97M-V/def2-TZVPD" lumo_energy_ev=0.972 charge=-1 relative_energy_kcal_mol=129.7 homo_energy_ev=-1.609
H 3.489 0.667 -2.788 0.17
C -1.289 -0.253 1.815 -0.27
H 1.944 -0.198 -3.400 0.18
H 0.049 -0.269 -1.880 0.22
C -2.258 -1.117 0.831 0.01
C 0.480 0.352 -1.113 -0.62
H -1.102 0.655 1.216 0.23
C 2.473 0.367 -2.660 -0.55
C 1.955 0.639 -1.416 -0.04
N -1.897 0.166 2.960 -0.59
H 2.216 1.405 0.572 0.17
H -3.275 -0.685 0.873 0.13
H -1.457 -0.299 3.761 0.29
H -0.320 -0.714 1.935 0.17
H -2.301 -2.133 1.253 0.13
H 0.386 -0.050 -0.117 0.21
H -0.020 1.324 -1.215 0.20
C 2.701 1.126 -0.359 -0.58
H 3.767 1.350 -0.413 0.17
O -1.769 -1.178 -0.364 -0.63

***

60
Properties=species:S:1:pos:R:3:nbo_charge:R:1 method="wB97M-V/def2-TZVPD" lumo_energy_ev=-0.477 charge=0 relative_energy_kcal_mol=504.1 homo_energy_ev=-8.172
H 2.998 -0.685 -1.678 0.23
C 0.215 -2.704 0.126 0.34
H -0.349 4.032 -1.639 0.18
C -0.424 -5.155 3.577 -0.17
C 1.241 3.411 0.770 0.63
H 2.160 -3.250 2.292 0.26
H -0.339 1.320 -1.567 0.20
H 1.499 -4.661 4.076 0.21
N 2.087 3.790 -0.272 -0.61
C 0.492 4.261 -2.285 -0.06
N 1.443 -1.469 -1.260 0.01
C -0.680 0.902 -0.763 0.03
H -0.726 5.673 -3.149 0.17
H 2.105 3.757 -4.270 0.18
N 0.155 -1.570 -1.615 -0.01
C -0.009 5.188 -3.332 -0.29
H -1.676 -1.566 3.164 0.19
H 0.312 -0.180 2.280 0.22
H 1.032 2.429 -4.534 0.12
N -0.242 -2.662 -0.925 -0.29
O 3.567 1.471 -0.637 -0.58
F -1.901 -4.042 0.516 -0.30
O 0.781 3.116 -2.699 -0.54
N 1.497 1.148 0.240 -0.41
H 1.744 0.323 -2.309 0.23
C 2.522 1.011 -0.504 0.71
C 0.981 -3.661 2.293 -0.13
C -2.327 -1.449 2.426 -0.12
H 0.391 4.767 -5.419 0.23
H 1.353 1.975 2.274 0.22
H -4.417 -0.454 -0.663 0.21
H -0.811 3.628 -4.647 0.20
C 1.366 4.885 -1.417 -0.17
H -3.848 -2.386 3.235 0.22
C -1.009 -4.307 1.392 0.43
C -3.627 -1.826 2.305 -0.26
H 0.991 5.946 -0.620 0.26
C -0.109 4.249 -4.659 -0.40
C 0.055 -3.570 1.357 -0.19
C -3.666 -0.795 0.048 -0.15
C 0.645 -4.434 3.382 -0.28
H 0.896 6.040 -3.582 0.16
H 2.309 5.390 -1.855 0.20
C 1.840 2.282 1.391 -0.31
H -5.363 -1.916 1.172 0.20
C 2.181 -0.170 -1.439 -0.34
H -2.303 -5.504 2.609 0.23
C -2.340 -0.083 0.211 0.17
C -1.574 -0.477 1.264 -0.11
C -0.463 0.046 1.397 -0.14
O 0.298 4.115 1.229 -0.60
C 0.133 0.780 0.327 0.10
H 2.813 2.251 1.773 0.25
H 2.718 3.280 -0.673 0.38
H -0.656 -5.608 4.650 0.24
C 1.132 3.230 -4.246 0.02
C -4.441 -1.551 1.182 -0.17
C -1.409 -5.043 2.403 -0.26
N 1.469 -2.029 0.100 -0.32
N -1.906 0.493 -0.815 -0.38

***

49
Properties=species:S:1:pos:R:3:nbo_charge:R:1 method="wB97M-V/def2-TZVPD" lumo_energy_ev=-0.691 charge=0 relative_energy_kcal_mol=0.0 homo_energy_ev=-4.056
H -2.329 -2.298 1.882 0.50
H -1.702 -1.314 -4.427 0.26
H 1.781 -1.039 0.844 0.48
N 0.769 -0.716 -0.803 -0.31
C 1.009 -1.663 4.411 -0.43
O -2.297 0.220 -2.767 -0.61
H 2.474 -4.613 1.750 0.25
O -2.520 1.928 -1.005 -1.09
C 1.834 -2.158 -2.615 -0.69
C 1.316 -0.855 3.337 0.11
H 1.329 4.889 -1.668 0.18
H 3.630 2.727 0.780 0.26
H 2.353 3.269 -1.340 0.18
O -1.619 -1.876 1.334 -0.99
H -0.039 3.867 -0.203 0.50
C 1.487 0.571 3.306 0.05
N 1.795 1.236 2.116 -0.48
O 1.984 -0.844 -0.186 -0.63
H 2.237 3.867 0.687 0.30
C 1.433 -2.896 2.359 0.11
H -0.861 -2.504 1.304 0.50
H 0.763 -4.553 1.217 0.23
Sr -1.127 0.551 0.302 1.83
S 1.949 3.000 4.032 0.40
H 0.473 3.386 1.205 0.47
H 0.043 -1.403 -4.782 0.22
H 2.683 -2.295 -1.944 0.25
H -2.739 2.888 -1.020 0.50
N 1.525 -1.600 2.182 -0.48
C 0.749 -1.333 -2.006 0.23
H 0.819 -1.297 5.396 0.24
H 1.240 1.059 5.406 0.23
C 1.682 -3.958 1.351 -0.68
H 1.427 -3.141 -2.883 0.23
O -0.127 3.120 0.469 -1.11
C 2.930 3.347 1.374 -0.72
H -0.797 -2.773 -3.991 0.21
H -2.578 1.490 -1.925 0.52
C 1.490 1.399 4.416 -0.42
H 2.184 -1.732 -3.566 0.24
S 1.017 -3.320 4.021 0.44
N -1.350 -0.320 -2.057 -0.17
C 2.215 2.456 2.339 0.14
C -0.741 -1.677 -4.058 -0.67
H 1.989 -3.520 0.393 0.27
H 0.603 3.162 -1.840 0.16
C -0.463 -1.117 -2.706 0.04
C 1.398 3.811 -1.454 -1.24
H 3.454 4.143 1.938 0.22

***

39
Properties=species:S:1:pos:R:3:nbo_charge:R:1 method="wB97M-V/def2-TZVPD" lumo_energy_ev=-7.251 charge=+2 relative_energy_kcal_mol=0.0 homo_energy_ev=-14.890
H -3.821 3.849 -0.948 0.25
C -1.943 -3.575 0.418 -0.22
C 3.979 -1.187 -0.409 -0.05
H -1.106 -4.920 -1.043 0.27
H -0.890 3.304 -1.801 0.23
C 2.625 -3.103 -1.319 0.08
C 4.057 -0.097 0.431 -0.22
H -1.281 4.806 1.653 0.23
H -1.572 4.894 -1.438 0.25
H -2.430 -2.058 1.869 0.23
H -3.178 2.242 -1.302 0.23
C 0.468 -2.275 0.331 0.15
N 1.821 -0.471 1.151 -0.61
H 2.978 1.077 1.881 0.23
C -1.071 4.028 -1.006 -0.59
N -0.509 -1.822 1.146 -0.58
H -2.863 4.071 1.996 0.23
H 4.814 -1.490 -1.029 0.27
Se 2.896 -4.994 -2.897 1.10
C 2.954 0.232 1.205 0.09
N 1.315 -4.854 -2.123 -0.60
C -0.955 -4.047 -0.420 -0.06
C 0.280 -3.392 -0.470 -0.07
H -0.117 4.355 -0.593 0.23
C -1.991 3.450 0.085 -0.18
N -0.797 1.363 1.118 -0.62
Sn 0.081 -0.160 2.519 1.45
C -1.682 -2.455 1.195 0.09
C -1.322 2.281 0.670 0.62
C -3.329 2.980 -0.514 -0.59
N 3.556 -3.552 -2.121 -0.58
C 1.384 -3.823 -1.321 0.16
H -3.985 2.561 0.250 0.23
C -2.222 4.475 1.213 -0.59
H 4.956 0.499 0.500 0.27
C 1.731 -1.542 0.333 0.24
C 2.796 -1.933 -0.465 -0.07
H -2.719 5.341 0.777 0.25
H -2.907 -4.058 0.482 0.27

***

Copy entry 4 word for word.
15
Properties=species:S:1:pos:R:3:nbo_charge:R:1 method="wB97M-V/def2-TZVPD" lumo_energy_ev="0.407 / -2.214" charge=0 relative_energy_kcal_mol=0.0 homo_energy_ev="-4.773 / -11.572" spin_multiplicity=3
C -0.526 -0.309 -1.267 -0.36
H 1.477 -0.283 1.387 0.20
H 1.919 -0.597 -0.299 0.21
H 0.166 -0.604 -2.032 0.20
C -0.185 -0.350 0.026 -0.03
O -0.832 2.707 -1.088 -0.93
H -1.535 -0.095 -1.580 0.18
H -0.676 0.200 1.928 0.39
C 1.177 -0.790 0.472 -0.64
N -1.072 -0.091 1.049 -0.69
O -2.529 3.705 0.451 -0.86
H -1.932 0.374 0.806 0.38
H 1.161 -1.861 0.669 0.20
B -1.736 3.210 -0.301 1.22
H -0.668 1.753 -1.169 0.51